one | {
  "formula": "C6H11NS",
  "method": "the ωB97M-V functional and the def2-TZVPD basis",
  "species": ["S", "N", "C", "C", "C", "C", "C", "C", "H", "H", "H", "H", "H", "H", "H", "H", "H", "H", "H"],
  "positions_angstrom": [[0.94892, 0.08740, -2.19747], [-1.24484, -2.33930, 0.74964], [0.30806, 0.59938, -0.79282], [-0.47967, -1.52541, 0.04068], [0.23567, 0.47053, 2.54636], [-0.32213, -0.18014, 0.28497], [-0.77529, 0.62307, 1.49323], [0.38301, 2.02211, -0.53267], [-0.63524, 2.41047, -0.81264], [0.78488, -0.55432, 2.63379], [-1.94887, -2.02373, 1.53749], [1.20897, 2.52195, -1.15291], [-0.94163, 1.73827, 1.19427], [0.61006, 2.15292, 0.58130], [-0.93647, -3.36438, 0.68552], [0.97692, 1.33873, 2.27786], [-0.17760, 0.51219, 3.64684], [-1.70504, 0.18671, 1.79042], [0.19722, -1.99944, -0.70840]],
  "lowdin_charge": [0.667, 0.063, -0.839, -0.199, -0.136, -0.282, -0.293, -0.186, 0.116, 0.106, 0.165, 0.094, 0.124, 0.069, 0.139, 0.100, 0.100, 0.083, 0.109],
  "smiles": "CC/C(=C\\N)C(C)=S",
  "homo_energy_ev": -7.6,
  "charge": 0,
  "e_lumo_ha": 0.013,
  "homo_lumo_gap_ev": 8.0
}

***

two | {
  "formula": "C6H11NS",
  "method": "the ωB97M-V functional and the def2-TZVPD basis",
  "species": ["S", "N", "C", "C", "C", "C", "C", "C", "H", "H", "H", "H", "H", "H", "H", "H", "H", "H", "H"],
  "positions_angstrom": [[2.33102, -0.42923, -0.17110], [-0.64222, -1.43089, -0.24693], [-2.11356, -0.96039, -0.23964], [0.29601, 1.74007, 0.03236], [-1.75258, 0.42791, 0.37377], [-1.06958, 1.35450, -0.65720], [0.88553, 0.45002, 0.49657], [-0.46863, -0.48030, 0.70077], [1.38914, 0.55245, 1.54114], [-0.83309, 0.67358, -1.37386], [-2.73082, -1.59894, 0.22008], [-1.69144, 2.27436, -0.94238], [1.59780, -1.04096, -1.41156], [-0.00725, 1.99397, 1.11086], [-2.63233, -0.93207, -1.26232], [-0.35212, -0.86646, 1.82349], [-2.51085, 0.70973, 1.12025], [0.91671, 2.41655, -0.67386], [-0.60962, -2.48906, 0.07450]],
  "lowdin_charge": [0.633, -0.028, -0.145, -0.202, -0.176, -0.151, -0.706, -0.415, 0.083, 0.063, 0.055, 0.138, -0.030, 0.135, 0.128, 0.171, 0.137, 0.141, 0.170],
  "homo_energy_ev": -8.6,
  "charge": 0,
  "e_lumo_ha": 0.030,
  "homo_lumo_gap_ev": 9.4
}

***

From most stable to least stable, the computed energies give one, two.

***

one | {
  "formula": "C6H11NS",
  "method": "the ωB97M-V functional and the def2-TZVPD basis",
  "species": ["S", "N", "C", "C", "C", "C", "C", "C", "H", "H", "H", "H", "H", "H", "H", "H", "H", "H", "H"],
  "positions_angstrom": [[-0.73830, 2.50254, 0.13014], [0.82233, -1.99589, -1.07988], [0.38157, -2.29711, 0.30912], [-0.58981, 0.71106, -0.24498], [-1.24171, -0.22074, 0.79741], [0.76350, 0.10810, 0.02397], [1.34530, -0.63962, -1.12099], [0.13968, -0.94286, 0.95863], [-0.33711, 2.38472, 1.41797], [-0.06011, -1.82606, -1.66552], [-0.93996, 0.53985, -1.27081], [1.40161, 0.84289, 0.56153], [2.47051, -0.74485, -0.97298], [-1.57656, 0.23864, 1.75057], [1.19958, -0.12355, -2.13641], [-0.46485, -2.92623, 0.30197], [1.09809, -2.93407, 0.76682], [0.51370, -0.97645, 1.99385], [-2.03960, -0.85721, 0.39094]],
  "lowdin_charge": [0.720, -0.054, -0.165, -0.630, -0.136, -0.334, -0.228, -0.235, -0.128, 0.126, 0.105, 0.139, 0.128, 0.107, 0.144, 0.097, 0.097, 0.138, 0.109],
  "smiles": "S[C@@H]1C[C@H]2CNC[C@H]21",
  "homo_energy_ev": -8.9,
  "charge": 0,
  "e_lumo_ha": 0.034,
  "homo_lumo_gap_ev": 9.8
}

***

two | {
  "formula": "C6H11NS",
  "method": "the ωB97M-V functional and the def2-TZVPD basis",
  "species": ["S", "N", "C", "C", "C", "C", "C", "C", "H", "H", "H", "H", "H", "H", "H", "H", "H", "H", "H"],
  "positions_angstrom": [[-2.22472, -0.83898, -0.75917], [1.05155, -0.17624, -0.83918], [-0.45619, 0.03899, 1.23541], [-0.59461, 1.19429, 0.35782], [-1.31903, -1.24439, 0.95691], [2.20567, -0.93401, -0.56913], [-1.67558, 1.04145, -0.85620], [0.58612, 0.50718, 0.27088], [-1.23652, 1.03115, -1.89852], [-2.69037, 1.70977, -0.69265], [1.28632, 1.29904, 0.51126], [-2.36571, -1.13592, 1.79978], [-0.66711, -2.34392, 0.82990], [1.06241, 0.65184, -1.66899], [-0.14259, 0.20430, 2.20265], [2.82138, -0.40522, 0.17544], [1.83661, -1.77806, -0.02953], [-0.35808, 2.35847, 0.49402], [2.88046, -1.17974, -1.52071]],
  "lowdin_charge": [0.661, -0.122, -0.257, -0.313, -0.357, -0.149, -0.345, -0.451, 0.047, 0.110, 0.145, 0.147, 0.136, 0.208, 0.100, 0.070, 0.060, 0.182, 0.129],
  "homo_energy_ev": -8.0,
  "charge": 0,
  "e_lumo_ha": 0.028,
  "homo_lumo_gap_ev": 8.8
}

***

three | {
  "formula": "C6H11NS",
  "method": "the ωB97M-V functional and the def2-TZVPD basis",
  "species": ["S", "N", "C", "C", "C", "C", "C", "C", "H", "H", "H", "H", "H", "H", "H", "H", "H", "H", "H"],
  "positions_angstrom": [[-1.06893, 1.28858, 0.89310], [-2.79684, -0.87010, -1.17485], [-0.53806, -1.48499, 1.55434], [-2.07325, 2.14722, -0.40902], [1.84930, -0.56030, 0.00709], [-1.82174, -0.68342, -0.60924], [0.55142, -0.59533, -0.76712], [-0.64531, -0.36649, 0.06913], [-1.38654, 2.35649, -1.25425], [2.06920, 0.32128, 0.45672], [-0.28491, -2.54089, 1.11048], [-1.39786, -1.45856, 2.19108], [2.58928, -0.75952, -0.73948], [0.53914, -1.45917, -1.32750], [0.46034, -1.22814, 2.02501], [-2.50313, 2.99985, 0.03703], [0.59038, 0.27440, -1.42486], [1.95174, -1.27762, 0.94689], [-2.88743, 1.39983, -0.69423]],
  "lowdin_charge": [0.842, 0.185, -0.014, -0.368, -0.101, -0.352, -0.256, -0.641, 0.044, 0.032, 0.102, 0.039, 0.071, 0.099, 0.044, 0.006, 0.126, 0.108, 0.035],
  "smiles": "CC[C@](C)(C#N)SC",
  "homo_energy_ev": -9.1,
  "charge": 0,
  "e_lumo_ha": 0.027,
  "homo_lumo_gap_ev": 9.8
}

***

From most stable to least stable, the computed energies give one, three, two.

***

one | {
  "formula": "CH2O3S2",
  "method": "the ωB97M-V functional and the def2-TZVPD basis",
  "species": ["S", "S", "O", "O", "O", "C", "H", "H"],
  "positions_angstrom": [[1.32347, 0.44153, -0.69182], [2.30116, 1.97713, -0.97380], [0.44674, -0.05214, -1.70364], [-0.90962, 0.57265, 0.66669], [1.41184, -0.29337, 0.50632], [-1.37110, -0.50356, 0.71195], [-1.15643, -1.35300, -0.00698], [-2.04605, -0.78924, 1.49128]],
  "lowdin_charge": [0.244, 0.430, -0.345, -0.024, -0.342, -0.145, 0.106, 0.076],
  "smiles": "O=S(=O)=S.C=O",
  "homo_energy_ev": -10.4,
  "charge": 0,
  "e_lumo_ha": -0.021,
  "homo_lumo_gap_ev": 9.8
}

***

two | {
  "formula": "CH2O3S2",
  "method": "the ωB97M-V functional and the def2-TZVPD basis",
  "species": ["S", "S", "O", "O", "O", "C", "H", "H"],
  "positions_angstrom": [[1.48768, 1.42319, -0.19679], [-1.73099, -0.64309, 0.04295], [0.44313, -0.49819, 1.16214], [-1.94178, 0.71491, -0.34513], [-1.06618, -1.32217, -1.06857], [0.96555, 0.72554, 1.27888], [1.23898, 0.49106, -1.20120], [0.60360, -0.89125, 0.32771]],
  "lowdin_charge": [0.768, 0.905, -0.224, -0.402, -0.438, -0.513, -0.096, 0.000],
  "homo_energy_ev": -9.7,
  "charge": 0,
  "e_lumo_ha": -0.049,
  "homo_lumo_gap_ev": 8.4
}

***

three | {
  "formula": "CH2O3S2",
  "method": "the ωB97M-V functional and the def2-TZVPD basis",
  "species": ["S", "S", "O", "O", "O", "C", "H", "H"],
  "positions_angstrom": [[0.32792, -1.61709, 0.63758], [1.07198, 1.01560, -0.68639], [-1.44035, 0.26402, 0.18634], [0.70634, 2.40699, -0.64907], [2.38629, 0.67247, -0.20056], [-0.21168, 0.00232, 0.49791], [-0.81230, -2.26488, 0.27292], [-2.02819, -0.47943, -0.05873]],
  "lowdin_charge": [0.868, 0.728, -0.019, -0.406, -0.438, -0.756, -0.100, 0.124],
  "smiles": "O=S(=O)=C(O)S",
  "homo_energy_ev": [-9.1, -9.1],
  "charge": 0,
  "e_lumo_ha": [-0.052, -0.053],
  "homo_lumo_gap_ev": [7.7, 7.7]
}

***

From most stable to least stable, the computed energies give one, three, two.

***

one | {
  "formula": "C4H3O2",
  "method": "the ωB97M-V functional and the def2-TZVPD basis",
  "species": ["O", "O", "C", "C", "C", "C", "H", "H", "H"],
  "positions_angstrom": [[-2.71768, -0.44177, -0.43222], [2.44412, -0.97695, -0.06856], [-0.73779, 0.79546, 0.25221], [1.28123, -0.90350, -0.28419], [0.54376, 0.44769, 0.02831], [-1.86450, 0.04307, 0.09530], [0.77213, -1.89434, -0.60895], [1.28836, 1.11398, 0.28045], [-1.00963, 1.81636, 0.73764]],
  "lowdin_charge": [0.417, 0.146, -0.001, -0.188, 0.123, 0.021, 0.165, 0.112, 0.203],
  "homo_energy_ev": -15.5,
  "charge": 1,
  "e_lumo_ha": -0.278,
  "homo_lumo_gap_ev": 7.9
}

***

two | {
  "formula": "C4H3O2",
  "method": "the ωB97M-V functional and the def2-TZVPD basis",
  "species": ["O", "O", "C", "C", "C", "C", "H", "H", "H"],
  "positions_angstrom": [[1.23734, -0.02994, -0.15056], [-3.77300, -2.45116, 0.10170], [2.35584, 0.22183, 0.30767], [-3.22498, 1.15084, 0.15294], [-3.36137, -0.03704, -0.05998], [-3.60472, -1.34589, -0.04259], [2.92496, -0.45950, 0.92581], [2.84153, 1.20466, 0.18544], [-3.08932, 2.16162, 0.11239]],
  "lowdin_charge": [-0.056, 0.417, -0.101, 0.403, 0.067, 0.029, 0.074, 0.083, 0.083],
  "homo_energy_ev": -13.0,
  "charge": 1,
  "e_lumo_ha": -0.269,
  "homo_lumo_gap_ev": 5.6
}

***

From most stable to least stable, the computed energies give one, two.

***

one | {
  "formula": "C2H9NO",
  "method": "the ωB97M-V functional and the def2-TZVPD basis",
  "species": ["O", "N", "C", "C", "H", "H", "H", "H", "H", "H", "H", "H", "H"],
  "positions_angstrom": [[-3.05562, -0.14844, -0.93860], [0.81020, 0.12200, 1.76606], [0.66216, 0.27278, -0.87223], [0.84498, -0.58028, 0.45899], [1.03253, 1.30308, -0.73836], [-0.42137, 0.31197, -1.07482], [1.16757, -0.17201, -1.74592], [0.07809, -1.37842, 0.44127], [-3.20318, 0.58163, -1.58162], [-2.43956, 0.22976, -0.27100], [1.83851, -1.06835, 0.47004], [1.37888, 0.96291, 1.61722], [1.30680, -0.43659, 2.46894]],
  "lowdin_charge": [-0.090, -0.050, -0.085, -0.331, 0.063, 0.034, 0.070, 0.097, 0.050, 0.035, 0.090, 0.055, 0.062],
  "smiles": "CCN.O",
  "homo_energy_ev": -9.3,
  "charge": 0,
  "e_lumo_ha": 0.035,
  "homo_lumo_gap_ev": 10.3
}

***

two | {
  "formula": "C2H9NO",
  "method": "the ωB97M-V functional and the def2-TZVPD basis",
  "species": ["O", "N", "C", "C", "H", "H", "H", "H", "H", "H", "H", "H", "H"],
  "positions_angstrom": [[0.10690, -2.45707, 2.21438], [-0.38986, 0.65110, 0.12947], [0.71470, 1.52857, -0.22171], [-0.74486, -0.17788, -1.06621], [1.03512, 1.58952, -1.23515], [-1.09675, 1.33066, 0.31166], [-1.49780, -0.80624, -0.62942], [0.37058, 2.50273, 0.07974], [0.10964, -0.77155, -1.27247], [0.72911, -3.18082, 1.79212], [1.68027, 1.27188, 0.32738], [-1.11381, 0.35449, -1.93506], [0.09678, -1.83538, 1.50527]],
  "lowdin_charge": [-0.096, -0.166, -0.172, -0.125, 0.055, 0.074, 0.064, 0.066, 0.062, 0.099, 0.092, 0.074, -0.028],
  "smiles": "CNC.O",
  "homo_energy_ev": -9.4,
  "charge": 0,
  "e_lumo_ha": 0.033,
  "homo_lumo_gap_ev": 10.3
}

***

three | {
  "formula": "C2H9NO",
  "method": "the ωB97M-V functional and the def2-TZVPD basis",
  "species": ["O", "N", "C", "C", "H", "H", "H", "H", "H", "H", "H", "H", "H"],
  "positions_angstrom": [[1.87908, -0.94281, 0.11603], [-1.66290, -0.98678, -0.10268], [2.07508, 0.51031, 0.00798], [-2.01395, 0.43357, 0.04402], [1.65311, 0.90018, -0.94229], [3.17430, 0.69955, 0.11774], [-3.08197, 0.51423, -0.24053], [-1.82904, 0.95379, 0.98676], [2.41079, -1.39060, -0.55661], [1.51995, 1.00743, 0.80202], [-1.99916, -1.58639, 0.68011], [-0.58692, -1.14027, -0.14357], [-1.53839, 1.02779, -0.76896]],
  "lowdin_charge": [-0.161, -0.099, -0.131, -0.230, 0.077, 0.085, 0.064, 0.054, 0.073, 0.069, 0.063, 0.069, 0.067],
  "smiles": "CN.CO",
  "homo_energy_ev": -9.0,
  "charge": 0,
  "e_lumo_ha": 0.033,
  "homo_lumo_gap_ev": 9.9
}

***

four | {
  "formula": "C2H9NO",
  "method": "the ωB97M-V functional and the def2-TZVPD basis",
  "species": ["O", "N", "C", "C", "H", "H", "H", "H", "H", "H", "H", "H", "H"],
  "positions_angstrom": [[-0.76070, 0.38048, -0.27276], [1.39325, -1.28067, 0.95516], [0.58076, 0.84293, -0.69327], [-0.52619, 1.71384, -0.47490], [1.42683, -0.37924, 1.59621], [1.45336, 0.95719, -0.14318], [-4.41411, -6.24583, 1.40667], [-0.34255, 2.35286, 0.38884], [-1.07262, 2.16314, -1.42191], [-3.88500, -5.87752, 0.90511], [1.06661, -2.09283, 1.36797], [0.93222, -0.89123, 0.14317], [0.84071, 0.59364, -1.73792]],
  "lowdin_charge": [-0.051, 0.011, -0.190, -0.242, 0.077, 0.078, 0.000, 0.114, 0.154, 0.000, -0.029, -0.049, 0.128],
  "homo_energy_ev": -9.5,
  "charge": 0,
  "e_lumo_ha": 0.037,
  "homo_lumo_gap_ev": 10.5
}

***

From most stable to least stable, the computed energies give one, three, two, four.